Density functional theory data (the ωB97M-V functional and the def2-TZVPD basis) for the molecule C9H7NO at a distorted geometry.

Its calculated total energy is -477.0859 a.u. The calculation puts the energy relative to the best compared isomer or geometry (same formula, charge and spin) at 1.999 eV. The SMILES is Oc1cccc2cccnc12. The HOMO-LUMO gap is 8.21 eV.

Each line ends with the natural charge from an NBO analysis.
Element x y z (Å)
O  1.586  -2.366  -0.108  -0.647
N  -1.063  -1.708  0.325  -0.397
C  1.290  -1.054  -0.032  0.316
C  2.236  -0.069  0.014  -0.304
C  -0.326  0.726  0.311  -0.062
C  -2.686  0.127  -0.175  -0.287
C  2.044  1.307  0.065  -0.207
C  -0.114  -0.774  0.192  0.122
C  -2.341  -1.252  0.084  0.055
C  0.723  1.746  0.005  -0.224
C  -1.739  1.117  -0.024  -0.125
H  2.595  -2.522  -0.216  0.481
H  -3.728  0.314  -0.505  0.225
H  -2.988  -2.088  -0.128  0.203
H  2.841  2.078  -0.022  0.227
H  3.234  -0.522  0.119  0.202
H  -1.952  2.097  0.071  0.202
H  0.389  2.841  0.024  0.220

Atoms 1-2, force components in eV/Å:
O 2.7453 -0.9014 -0.4198
N -2.4543 1.2838 -1.3439